One molecule with the formula C22H26N4O3S. Source: the Open Molecules 2025 dataset; level of theory: wB97M-V/def2-TZVPD.

Bonds (Å) are listed after each position.
Element x y z (Å)
1 C -4.050 -1.896 -0.903  C2 1.487, H31 1.089, H32 1.086, H33 1.091
2 C -2.674 -1.851 -0.341  C1 1.487, S3 1.745, C29 1.362
3 S -2.438 -1.667 1.379  C2 1.745, C4 1.726
4 C -0.727 -1.756 1.175  S3 1.726, N5 1.346, C28 1.390
5 N 0.141 -1.666 2.201  C4 1.346, C6 1.288
6 C 1.386 -1.750 1.883  N5 1.288, N7 1.351, H34 1.081
7 N 1.866 -1.935 0.634  C6 1.351, C8 1.448, C26 1.401
8 C 3.296 -1.964 0.410  N7 1.448, C9 1.544, H35 1.094, H36 1.091
9 C 3.859 -0.560 0.102  C8 1.544, O10 1.214, N11 1.339
10 O 4.528 0.052 0.909  C9 1.214
11 N 3.595 -0.157 -1.148  C9 1.339, C12 1.442, H37 1.016
12 C 3.987 1.137 -1.647  N11 1.442, C13 1.533, H38 1.095, H39 1.093
13 C 2.870 2.186 -1.586  C12 1.533, C14 1.540, H40 1.093, H41 1.092
14 C 2.514 2.618 -0.152  C13 1.540, C15 1.516, H42 1.093, H43 1.086
15 C 1.309 1.861 0.371  C14 1.516, O16 1.222, N17 1.352
16 O 1.281 0.640 0.344  C15 1.222
17 N 0.274 2.565 0.881  C15 1.352, C18 1.445, C19 1.453
18 C 0.150 4.004 0.851  N17 1.445, H44 1.088, H45 1.093, H46 1.092
19 C -0.852 1.829 1.432  N17 1.453, C20 1.507, H47 1.094, H48 1.094
20 C -2.019 1.760 0.483  C19 1.507, C21 1.388, C25 1.389
21 C -3.317 1.940 0.941  C20 1.388, C22 1.384, H49 1.081
22 C -4.387 1.873 0.067  C21 1.384, C23 1.384, H50 1.080
23 C -4.169 1.638 -1.280  C22 1.384, C24 1.385, H51 1.080
24 C -2.878 1.451 -1.743  C23 1.385, C25 1.382, H52 1.081
25 C -1.810 1.504 -0.867  C20 1.389, C24 1.382, H53 1.080
26 C 1.029 -1.953 -0.489  N7 1.401, O27 1.225, C28 1.438
27 O 1.516 -2.016 -1.611  C26 1.225
28 C -0.370 -1.912 -0.159  C4 1.390, C26 1.438, C29 1.426
29 C -1.502 -1.962 -1.026  C2 1.362, C28 1.426, C30 1.493
30 C -1.426 -2.136 -2.506  C29 1.493, H54 1.090, H55 1.085, H56 1.089
31 H -4.145 -1.191 -1.728  C1 1.089
32 H -4.779 -1.643 -0.139  C1 1.086
33 H -4.273 -2.894 -1.284  C1 1.091
34 H 2.114 -1.672 2.678  C6 1.081
35 H 3.493 -2.622 -0.441  C8 1.094
36 H 3.791 -2.344 1.305  C8 1.091
37 H 2.904 -0.686 -1.672  N11 1.016
38 H 4.307 1.015 -2.687  C12 1.095
39 H 4.839 1.470 -1.049  C12 1.093
40 H 1.984 1.784 -2.083  C13 1.093
41 H 3.204 3.058 -2.150  C13 1.092
42 H 3.343 2.361 0.512  C14 1.093
43 H 2.365 3.693 -0.111  C14 1.086
44 H -0.849 4.270 1.191  C18 1.088
45 H 0.878 4.482 1.512  C18 1.093
46 H 0.271 4.396 -0.161  C18 1.092
47 H -1.152 2.292 2.377  C19 1.094
48 H -0.495 0.817 1.646  C19 1.094
49 H -3.491 2.127 1.992  C21 1.081
50 H -5.392 2.011 0.436  C22 1.080
51 H -5.004 1.599 -1.965  C23 1.080
52 H -2.702 1.264 -2.793  C24 1.081
53 H -0.807 1.336 -1.227  C25 1.080
54 H -1.866 -3.089 -2.799  C30 1.090
55 H -0.388 -2.113 -2.824  C30 1.085
56 H -1.977 -1.343 -3.010  C30 1.089

## Properties
E_tot   -1696.95735 Ha
HOMO   -7.8948 eV
HOMO-LUMO gap   8.57 eV
LUMO   0.675 eV
Energy relative to the best compared isomer or geometry (same formula, charge and spin)   10.88 kcal per mole
Total charge   0